1.
The following is a DFT calculation (ωB97M-V/def2-TZVPD) of a molecular structure, C15H29Cl3I2N2O6PSn.

charge = +1
LUMO energy = -2.15 eV
total energy = -100176.2324 eV
HOMO = -11.216 eV
ΔE to the lowest compared entry with this formula, charge and spin = 0.000 eV
frontier orbital gap = 9.071 eV
M = 843.3 g mol⁻¹

Structure (XYZ):
```
59
C15H29Cl3I2N2O6PSn, DFT ωB97M-V/def2-TZVPD
Sn 0.096 -0.306 0.407
C 0.994 3.018 1.107
O 1.605 1.734 1.176
C 2.862 1.642 0.503
C 2.726 1.881 -0.989
O 1.599 1.140 -1.417
C 1.360 1.146 -2.825
C 1.777 -0.163 -3.445
O 0.965 -1.168 -2.882
C 1.134 -2.425 -3.515
H 0.046 2.938 1.632
H 1.634 3.767 1.581
H 0.796 3.311 0.074
H 3.215 0.630 0.683
H 3.576 2.350 0.936
H 3.645 1.550 -1.485
H 2.583 2.941 -1.226
H 1.882 1.982 -3.297
H 0.287 1.283 -2.966
H 2.836 -0.373 -3.242
H 1.643 -0.114 -4.534
H 0.822 -2.378 -4.563
H 0.518 -3.141 -2.975
H 2.177 -2.748 -3.471
I -3.479 0.592 0.500
C -3.999 -0.057 -1.450
I -2.297 -0.809 -2.475
H -4.385 0.789 -2.005
H -4.737 -0.844 -1.377
Cl 1.649 -5.018 0.941
C 2.645 -3.634 0.476
Cl 3.458 -3.947 -1.062
Cl 3.849 -3.333 1.733
C 1.725 -2.405 0.266
O 0.646 -2.562 -0.316
O 2.108 -1.284 0.726
C -1.708 0.252 5.196
P -0.932 1.401 4.047
C 0.825 1.368 4.446
C -1.519 3.035 4.519
O -1.225 1.078 2.611
H -1.405 0.459 6.223
H -1.418 -0.764 4.928
H -2.792 0.334 5.118
H 1.025 1.876 5.389
H 1.380 1.847 3.640
H 1.162 0.334 4.523
H -1.396 3.199 5.591
H -2.573 3.125 4.260
H -0.960 3.800 3.978
N 0.021 -3.158 3.953
C -1.303 -3.245 3.597
C -1.469 -2.357 2.581
N -0.266 -1.744 2.314
C 0.612 -2.252 3.153
H 0.491 -3.715 4.647
H -1.989 -3.916 4.082
H -2.362 -2.115 2.029
H 1.663 -2.016 3.185
```

=====

2.
The following is a DFT calculation (ωB97M-V/def2-TZVPD) of CH4N2S in the gas phase at a distorted geometry.

LUMO energy = 0.39 eV
total energy = -14914.0554 eV
HOMO = -9.045 eV
ΔE to the lowest compared entry with this formula, charge and spin = 3.549 eV
frontier orbital gap = 9.432 eV
M = 76.1 g mol⁻¹
SMILES string = [H]/N=C\NS

Structure (XYZ):
```
8
CH4N2S, DFT ωB97M-V/def2-TZVPD
H 0.162 2.132 -0.506
N 0.683 1.589 0.465
C 0.790 0.286 0.522
N 0.183 -0.717 -0.197
S -1.257 -0.764 -1.100
H 1.210 -0.151 1.632
H 0.740 -1.656 -0.525
H -2.511 -0.719 -0.291
```

=====

3.
The following is a DFT calculation (ωB97M-V/def2-TZVPD) of a molecular structure, C25H22F12NO4RhSe2.

charge = -2
LUMO energy (alpha / beta) = 4.35 / 4.33 eV
total energy = -202274.2370 eV
HOMO (alpha / beta) = -1.364 / -1.412 eV
spin multiplicity = 5
frontier orbital gap (alpha / beta) = 5.710 / 5.745 eV
M = 889.3 g mol⁻¹

Structure (XYZ):
```
67
C25H22F12NO4RhSe2, DFT ωB97M-V/def2-TZVPD
Rh -0.986 0.221 -0.418
C 4.354 1.234 4.497
C 3.475 0.985 3.296
C 3.972 1.014 1.999
C 3.150 0.731 0.933
C 1.786 0.362 1.078
N 1.107 -0.071 -0.043
C 1.826 -0.814 -0.966
C 2.718 -1.799 -0.467
C 3.618 -2.470 -1.259
C 3.664 -2.224 -2.628
C 4.687 -2.880 -3.521
C 2.711 -1.365 -3.152
C 1.763 -0.696 -2.380
C 0.631 0.110 -3.053
O -0.587 -0.172 -2.554
C 0.523 -0.203 -4.582
F 1.550 0.281 -5.347
F -0.596 0.319 -5.108
F 0.467 -1.530 -4.822
C 0.999 1.649 -2.987
F 0.728 2.198 -1.799
F 2.322 1.875 -3.214
F 0.343 2.398 -3.901
C 1.254 0.485 2.390
C 2.115 0.765 3.450
C -0.264 0.480 2.682
O -1.093 -0.066 1.788
C -0.570 -0.281 4.032
F 0.147 -1.424 4.115
F -0.327 0.390 5.200
F -1.864 -0.632 4.107
C -0.610 2.009 2.898
F -1.933 2.212 3.057
F -0.020 2.596 3.984
F -0.204 2.737 1.844
H 5.409 1.141 4.233
H 4.132 0.516 5.289
H 4.193 2.236 4.909
H 5.015 1.267 1.827
H 3.549 0.771 -0.072
H 2.699 -1.980 0.600
H 4.301 -3.184 -0.809
H 5.669 -2.907 -3.041
H 4.779 -2.332 -4.459
H 4.408 -3.912 -3.759
H 2.738 -1.207 -4.220
H 1.717 0.822 4.454
O -3.827 0.327 -2.619
C -4.803 -0.141 -1.745
C -4.655 0.035 -0.194
C -6.122 -0.055 0.249
O -6.247 0.018 1.667
C -3.877 -1.101 0.504
Se -2.370 -1.919 -0.476
C -4.132 1.402 0.286
Se -2.421 2.169 -0.352
H -3.045 -0.252 -2.622
H -4.998 -1.209 -1.915
H -5.703 0.416 -2.040
H -6.535 -1.006 -0.120
H -6.684 0.762 -0.223
H -7.182 0.043 1.878
H -4.562 -1.919 0.740
H -3.437 -0.751 1.437
H -3.988 1.349 1.364
H -4.873 2.178 0.076
```

=====

4.
The following is a DFT calculation (ωB97M-V/def2-TZVPD) of a molecular structure, C3H12N2O at a distorted geometry.

LUMO energy = 0.91 eV
total energy = -8329.3287 eV
HOMO = -8.203 eV
ΔE to the lowest compared entry with this formula, charge and spin = 3.993 eV
frontier orbital gap = 9.113 eV
M = 92.1 g mol⁻¹

Structure (XYZ):
```
18
C3H12N2O, DFT ωB97M-V/def2-TZVPD
C 0.924 0.865 0.799
C 2.306 -0.372 -0.689
N 1.532 -0.344 0.537
O 0.293 -1.577 0.130
H 0.714 -2.447 0.195
H -0.349 0.643 0.873
H 0.913 1.609 -0.005
H 1.193 1.263 1.777
H 3.208 0.224 -0.517
H 1.769 0.060 -1.544
H 2.585 -1.397 -0.921
C -2.356 0.478 -0.574
N -1.681 0.047 0.650
H -2.293 0.056 1.458
H -1.210 -0.886 0.538
H -1.641 0.427 -1.396
H -3.209 -0.157 -0.836
H -2.699 1.509 -0.474
```

=====

5.
The following is a DFT calculation (ωB97M-V/def2-TZVPD) of 2 unconnected molecules or ions with the total composition C2H8N3 at a distorted geometry.

charge = +1
LUMO energy = -4.72 eV
total energy = -6663.7554 eV
HOMO = -14.545 eV
ΔE to the lowest compared entry with this formula, charge and spin = 4.874 eV
frontier orbital gap = 9.830 eV
M = 74.1 g mol⁻¹

Structure (XYZ):
```
13
C2H8N3, DFT ωB97M-V/def2-TZVPD
C 1.159 -0.435 0.998
C 1.904 -0.993 0.022
N -1.042 1.626 -0.814
N -1.534 -0.377 -0.173
N -1.782 0.662 -0.798
H 1.107 0.628 1.229
H -1.664 2.539 -0.963
H 0.645 -1.138 1.720
H 1.833 -2.062 -0.212
H 2.441 -0.593 -0.874
H -0.117 1.760 -0.341
H -2.186 -1.178 -0.302
H -0.766 -0.440 0.508
```

=====

6.
The following is a DFT calculation (ωB97M-V/def2-TZVPD) of C3H6N4O in the gas phase at a distorted geometry.

LUMO energy = 0.59 eV
total energy = -11214.6970 eV
HOMO = -8.495 eV
ΔE to the lowest compared entry with this formula, charge and spin = 2.080 eV
frontier orbital gap = 9.086 eV
M = 114.1 g mol⁻¹
SMILES string = NC1=NNC(=O)[C@@H]1N

Structure (XYZ):
```
14
C3H6N4O, DFT ωB97M-V/def2-TZVPD
N 1.307 -1.484 0.960
C 0.864 -0.536 0.036
N 1.648 0.316 -0.665
N 0.728 1.189 -1.277
C -0.535 1.156 -0.835
O -1.381 2.000 -1.078
C -0.553 -0.237 -0.151
N -1.614 -0.209 1.063
H 0.572 -2.004 1.404
H 2.157 -1.830 0.903
H 1.242 1.786 -1.887
H -1.077 -0.839 -1.011
H -1.085 0.216 1.854
H -2.272 0.473 0.685
```

=====

7.
The following is a DFT calculation (ωB97M-V/def2-TZVPD) of a molecular structure, C27H36IO3P2PtSi at a distorted geometry.

charge = +3
LUMO energy (alpha / beta) = -8.33 / -12.99 eV
total energy = -72499.6333 eV
HOMO (alpha / beta) = -13.727 / -16.264 eV
spin multiplicity = 5
ΔE to the lowest compared entry with this formula, charge and spin = 0.000 eV
frontier orbital gap (alpha / beta) = 5.402 / 3.273 eV
M = 820.6 g mol⁻¹

Structure (XYZ):
```
71
C27H36IO3P2PtSi, DFT ωB97M-V/def2-TZVPD
C -0.012 0.083 -7.058
C -0.023 0.325 -5.583
H -0.010 1.042 -7.605
H -0.904 -0.491 -7.334
H 0.878 -0.495 -7.325
O -0.093 1.413 -5.039
I 0.066 -1.416 -4.172
Pt -0.064 0.605 -2.016
P 2.239 0.401 -1.855
C 2.751 1.549 -0.554
C 2.696 -1.313 -1.445
H 3.742 -1.494 -1.730
H 4.295 0.533 -3.063
H 2.049 -1.994 -2.008
H 2.923 0.177 -4.164
H 2.035 1.528 0.282
H 2.564 -1.504 -0.375
C 3.249 0.778 -3.305
H 3.760 1.306 -0.188
H 3.171 1.843 -3.550
H 2.758 2.561 -0.982
P -2.368 0.430 -1.913
C -3.126 1.644 -0.814
C -3.262 0.565 -3.482
H -2.133 -1.963 -1.633
H -3.853 -1.452 -1.567
H -2.770 -1.188 -0.162
C -2.827 -1.202 -1.257
H -2.928 -0.213 -4.181
H -4.336 0.438 -3.273
H -4.180 1.809 -1.084
H -2.580 2.595 -0.901
H -3.086 1.555 -3.921
H -3.081 1.285 0.219
C -0.065 2.274 -2.876
O -0.029 3.375 -3.240
O 0.116 -0.580 -0.108
Si 0.095 -0.444 1.491
C 1.521 -1.345 2.321
C 1.251 -2.365 3.243
C 2.298 -2.995 3.929
C 3.624 -2.645 3.659
C 3.899 -1.635 2.735
C 2.855 -1.006 2.054
C 0.205 1.313 2.185
C -0.871 2.183 1.985
C -0.897 3.449 2.568
C 0.168 3.868 3.366
C 1.252 3.014 3.578
C 1.274 1.739 2.994
C -1.449 -1.228 2.201
C -1.864 -2.491 1.742
C -2.940 -3.156 2.339
C -3.625 -2.560 3.402
C -3.228 -1.301 3.858
C -2.151 -0.632 3.255
H 0.220 -2.661 3.459
H 2.070 -3.769 4.663
H 4.439 -3.143 4.182
H 4.927 -1.343 2.531
H 3.084 -0.213 1.338
H -1.724 1.864 1.396
H -1.752 4.099 2.406
H 0.149 4.857 3.825
H 2.084 3.335 4.212
H 2.122 1.088 3.228
H -1.331 -2.981 0.924
H -3.238 -4.138 1.971
H -4.449 -3.083 3.888
H -3.746 -0.827 4.695
H -1.838 0.344 3.640
```

=====

8.
The following is a DFT calculation (ωB97M-V/def2-TZVPD) of 2 unconnected molecules or ions with the total composition C2H9NS at a distorted geometry.

LUMO energy = -0.81 eV
total energy = -14542.3053 eV
HOMO = -5.480 eV
ΔE to the lowest compared entry with this formula, charge and spin = 2.988 eV
frontier orbital gap = 4.671 eV
M = 79.2 g mol⁻¹

Structure (XYZ):
```
13
C2H9NS, DFT ωB97M-V/def2-TZVPD
S -1.502 0.453 3.478
H -1.352 1.457 4.348
C 0.359 -1.406 -0.984
N -0.312 -0.100 -0.930
C 0.533 0.958 -0.264
H -0.171 -2.096 -1.631
H 1.369 -1.274 -1.376
H 0.563 -1.824 -0.001
H -1.212 -0.086 -0.437
H -0.522 0.266 -1.851
H 1.059 1.523 -1.031
H 1.312 0.535 0.354
H -0.123 1.595 0.324
```